# 1
Molecular formula: C2H4N2OS
Method: DFT, ωB97M-V/def2-TZVPD

Structure (XYZ):
```
10
Properties=species:S:1:pos:R:3:lowdin_charge:R:1
C -0.4463 1.1755 0.9906 -0.2169
C -1.1469 0.0474 0.5456 -0.2331
N 1.1715 -0.2859 0.9484 -0.3871
N 0.5103 -0.7569 -1.6076 -0.1712
O 0.8049 0.9812 1.2685 -0.1173
S 0.1411 -1.1818 0.1917 0.9939
H -0.7706 2.1799 1.2533 0.1336
H -2.0942 -0.0177 0.0302 0.0561
H 0.3620 -1.4634 -2.2553 -0.0294
H 1.4682 -0.6783 -1.3653 -0.0285
```

* Kohn-Sham gap: 0.3374 Ha
* net charge: 0
* spin multiplicity: 1
* lowest unoccupied orbital energy: 0.734 eV
* energy above the lowest of the compared OMol25 structures with the same formula, charge and spin: 130.9 kcal/mol
* electronic energy: -661.376967 Eh



# 2
Molecular formula: C2H4N2OS
Method: DFT, ωB97M-V/def2-TZVPD

Structure (XYZ):
```
10
Properties=species:S:1:pos:R:3:lowdin_charge:R:1
C 0.2108 0.4671 -0.3039 -0.2419
C -1.0976 0.2846 0.4604 -0.5008
N 1.0535 -1.6169 0.1997 0.1623
N 1.2894 -0.4694 -0.0840 -0.5053
O 2.4019 0.0097 -0.3274 -0.0157
S -1.4171 -1.5460 0.2281 0.6991
H -0.0968 0.1212 -1.2574 0.0965
H 0.6528 1.5133 -0.2614 0.1572
H -1.1562 0.5519 1.5589 0.0919
H -1.8407 0.6844 -0.2130 0.0566
```

* Kohn-Sham gap: 0.2787 Ha
* net charge: 0
* spin multiplicity: 1
* lowest unoccupied orbital energy: -2.198 eV
* energy above the lowest of the compared OMol25 structures with the same formula, charge and spin: 149.3 kcal/mol
* electronic energy: -661.347542 Eh



# 3
Molecular formula: C2H4N2OS
Method: DFT, ωB97M-V/def2-TZVPD

Structure (XYZ):
```
10
Properties=species:S:1:pos:R:3:lowdin_charge:R:1
C -0.1969 -0.6586 -1.2154 -0.4113
C 0.7754 0.7792 1.0104 -0.0790
N 0.7236 -1.1764 -0.3117 -0.0760
N 1.1910 -0.5224 0.6309 -0.0643
O -0.1230 2.2055 -1.6787 -0.6140
S -0.7736 1.1435 -0.8945 0.8840
H 0.2167 -0.8768 -2.2751 0.1234
H -1.0954 -1.3480 -1.1441 0.1031
H -0.2114 0.8908 1.5058 0.0524
H 1.6642 1.4100 1.1681 0.0817
```

* Kohn-Sham gap (alpha / beta): 0.2856 / 0.2803 Ha
* net charge: 0
* spin multiplicity: 1
* lowest unoccupied orbital energy (alpha / beta): -0.713 / -0.767 eV
* energy above the lowest of the compared OMol25 structures with the same formula, charge and spin: 128.1 kcal/mol
* electronic energy: -661.381440 Eh



# 4
Molecular formula: C2H4N2OS
Method: DFT, ωB97M-V/def2-TZVPD

Structure (XYZ):
```
10
Properties=species:S:1:pos:R:3:lowdin_charge:R:1
C 0.8082 -0.2721 0.6733 -0.1959
C 0.1138 1.0163 0.2358 -0.3597
N 0.4855 -1.4061 0.2580 -0.2184
N -1.0283 0.8557 -0.5578 -0.0293
O -0.1961 -2.1309 -2.0529 -0.4997
S -0.7646 -1.7323 -0.7891 0.9360
H 1.6213 -0.1678 1.3844 0.1146
H -0.0569 1.5632 1.1782 0.1204
H 0.8787 1.5667 -0.3346 0.1151
H -1.8615 0.7072 0.0050 0.0167
```

* Kohn-Sham gap (alpha / beta): 0.2826 / 0.3183 Ha
* net charge: 0
* spin multiplicity: 1
* lowest unoccupied orbital energy (alpha / beta): -0.858 / -0.722 eV
* energy above the lowest of the compared OMol25 structures with the same formula, charge and spin: 97.4 kcal/mol
* electronic energy: -661.430286 Eh



# 5
Molecular formula: C2H4N2OS2
Method: DFT, ωB97M-V/def2-TZVPD

Structure (XYZ):
```
11
Properties=species:S:1:pos:R:3:lowdin_charge:R:1
O -2.7735 -0.6504 -0.3126 -0.0889
N -1.8556 0.3641 -0.2635 -0.1575
C -0.4723 0.0367 -0.4102 -0.7825
N -0.0795 -1.1547 -0.3580 -0.3070
S 1.6332 -1.3496 -0.4175 0.7801
C 2.1164 0.3300 0.1374 -0.7179
S 0.6694 1.4361 -0.4894 0.8268
H -2.4497 -1.2079 0.5859 0.1886
H -2.0463 0.9699 0.5755 0.1441
H 3.0761 0.8644 -0.3122 0.0783
H 2.1818 0.3615 1.2646 0.0360
```

* Kohn-Sham gap: 0.3293 Ha
* net charge: 0
* structure (SMILES): ONC1=NSCS1
* spin multiplicity: 1
* lowest unoccupied orbital energy: 0.421 eV
* energy above the lowest of the compared OMol25 structures with the same formula, charge and spin: 72.4 kcal/mol
* electronic energy: -1059.627842 Eh



# 6
Molecular formula: C2H4N2OS2
Method: DFT, ωB97M-V/def2-TZVPD

Structure (XYZ):
```
11
Properties=species:S:1:pos:R:3:lowdin_charge:R:1
C 0.5443 0.8187 0.0996 -0.5760
C -0.4652 -0.3697 0.2644 -1.1316
H 2.0350 1.8573 1.0924 0.1849
H 0.6101 1.3800 2.2635 0.1322
H 0.6434 1.2376 -3.0644 0.1827
H 0.5109 -1.1299 -1.7443 0.0967
N 1.0250 1.3201 1.2654 0.0335
N 0.9538 1.4541 -1.0429 0.0161
O 0.4458 0.6569 -2.1644 -0.2549
S 0.3703 -1.9679 -0.2221 0.5970
S -1.7261 0.0483 1.1612 0.7194
```

* Kohn-Sham gap: 0.2946 Ha
* net charge: 0
* spin multiplicity: 1
* lowest unoccupied orbital energy: -0.707 eV
* energy above the lowest of the compared OMol25 structures with the same formula, charge and spin: 116.8 kcal/mol
* electronic energy: -1059.557172 Eh



# 7
Molecular formula: C2H4N2OS2
Method: DFT, ωB97M-V/def2-TZVPD

Structure (XYZ):
```
11
Properties=species:S:1:pos:R:3:lowdin_charge:R:1
N -1.5200 -0.7762 1.1960 0.0868
C -1.0974 -0.0609 0.2192 -0.5842
N -1.7768 0.9833 -0.0989 0.0312
O -1.0027 1.9551 -0.8491 -0.2441
C 0.4080 -0.4699 -0.0779 -1.0204
S 0.9783 -2.0264 -0.0949 0.6569
S 1.5141 0.9822 -0.0940 0.7377
H -2.5333 -0.5052 1.3326 0.1462
H -1.3510 -1.7763 0.9106 0.0863
H -1.5292 2.8961 -0.7835 0.1773
H 0.7718 2.1863 -0.1722 -0.0738
```

* Kohn-Sham gap: 0.3011 Ha
* net charge: 0
* structure (SMILES): N/C(=N/O)C(=S)S
* spin multiplicity: 1
* lowest unoccupied orbital energy: -0.849 eV
* energy above the lowest of the compared OMol25 structures with the same formula, charge and spin: 85.5 kcal/mol
* electronic energy: -1059.606977 Eh



# 8
Molecular formula: C2H4N2S2
Method: DFT, ωB97M-V/def2-TZVPD

Structure (XYZ):
```
10
Properties=species:S:1:pos:R:3:lowdin_charge:R:1
C -0.7481 1.6322 -0.7510 0.0231
N 0.4173 1.1964 -0.6586 -0.0937
N 1.2539 0.3386 -0.6251 -0.5960
S 2.5103 -0.0587 -1.4752 0.5565
H -1.0069 2.5257 -0.2172 0.0737
H -1.5093 0.9905 -1.0812 0.0647
C -0.1631 -1.5939 1.1871 -0.6671
S -1.3907 -2.0728 2.0605 0.6260
H 0.0241 -2.0086 0.0904 0.0491
H 0.6125 -0.9494 1.4702 -0.0364
```

* Kohn-Sham gap: 0.2888 Ha
* net charge: 0
* structure (SMILES): C=NN=S.C=S
* spin multiplicity: 1
* lowest unoccupied orbital energy: -0.546 eV
* energy above the lowest of the compared OMol25 structures with the same formula, charge and spin: 117.4 kcal/mol
* electronic energy: -984.327865 Eh



# 9
Molecular formula: C2H4N2S2
Method: DFT, ωB97M-V/def2-TZVPD

Structure (XYZ):
```
10
Properties=species:S:1:pos:R:3:lowdin_charge:R:1
H 1.9462 -2.1555 -0.3422 0.0331
N 1.4753 -1.8173 0.4857 0.0725
C 0.6790 -0.8858 0.1868 -0.8209
N 0.0499 -0.2051 1.2087 -0.3908
S -0.5669 1.3120 0.9068 0.8342
C -1.1341 0.7495 -0.7182 -0.7737
S 0.1419 -0.3150 -1.4337 0.8729
H 0.2731 -0.5136 2.1229 0.0889
H -1.3348 1.5889 -1.3887 0.0396
H -2.0302 0.1023 -0.6334 0.0442
```

* Kohn-Sham gap: 0.3230 Ha
* net charge: 0
* structure (SMILES): [H]/N=C1/NSCS1
* spin multiplicity: 1
* lowest unoccupied orbital energy: 0.453 eV
* energy above the lowest of the compared OMol25 structures with the same formula, charge and spin: 28.7 kcal/mol
* electronic energy: -984.469099 Eh



# 10
Molecular formula: C2H4N2S3
Method: DFT, ωB97M-V/def2-TZVPD

Structure (XYZ):
```
11
Properties=species:S:1:pos:R:3:lowdin_charge:R:1
S -1.3430 1.5748 2.3592 0.6343
C -0.8332 0.1468 1.8108 -0.8233
N 0.4950 -0.2288 1.5788 -0.4386
S 0.9183 -1.5203 0.6063 0.9063
C 0.6707 -0.9156 -0.9992 -0.6526
N -0.0093 0.1931 -1.1840 -0.4179
S 0.0287 0.6286 -2.8807 0.6716
H -1.5368 -0.6092 1.5300 0.0416
H 1.1696 0.5856 1.5997 0.1156
H 1.2371 -1.5704 -1.7645 0.0881
H -0.7971 1.7155 -2.6565 -0.1251
```

* Kohn-Sham gap: 0.3345 Ha
* net charge: 0
* structure (SMILES): S=CNS/C=N/S
* spin multiplicity: 1
* lowest unoccupied orbital energy: 0.260 eV
* energy above the lowest of the compared OMol25 structures with the same formula, charge and spin: 33.3 kcal/mol
* electronic energy: -1382.619028 Eh



# 11
Molecular formula: C2H4N2S3
Method: DFT, ωB97M-V/def2-TZVPD

Structure (XYZ):
```
11
Properties=species:S:1:pos:R:3:lowdin_charge:R:1
C -1.0407 -0.1436 -1.7718 -0.0221
C -0.5822 -1.2215 -2.0359 -0.6580
N -1.6351 1.0269 1.0184 -0.3666
N 0.7005 1.3885 1.9326 -0.8768
S -0.2587 0.3939 1.2071 0.8202
S 0.0432 -2.7332 -2.4791 0.7475
S 2.2838 1.1915 2.3080 0.6382
H -1.4721 0.7778 -1.5213 0.0028
H -1.8049 1.9518 1.3877 0.0018
H 1.1946 -2.6115 -1.8118 -0.1339
H 2.5717 -0.0206 1.7661 -0.1531
```

* Kohn-Sham gap (alpha / beta): 0.2897 / 0.2897 Ha
* net charge: 0
* spin multiplicity: 1
* lowest unoccupied orbital energy (alpha / beta): -0.603 / -0.603 eV
* energy above the lowest of the compared OMol25 structures with the same formula, charge and spin: 97.0 kcal/mol
* electronic energy: -1382.517512 Eh



# 12
Molecular formula: C2H4N2S3
Method: DFT, ωB97M-V/def2-TZVPD

Structure (XYZ):
```
11
Properties=species:S:1:pos:R:3:lowdin_charge:R:1
N 3.0428 -0.7984 -0.0085 -0.0246
C 1.8976 -0.1035 -0.0199 -1.1859
S 1.8814 1.5750 0.0015 0.5756
S 0.5069 -1.1968 -0.0034 0.9446
C -0.8566 -0.1111 -0.0075 -0.6619
N -2.0062 -0.6377 0.0132 -0.4461
S -3.3614 0.4378 0.0022 0.7063
H 3.0556 -1.8053 0.1175 0.0882
H 3.9939 -0.3804 0.0125 0.1247
H -0.6550 0.9715 0.0613 0.0302
H -4.3278 -0.5020 -0.0656 -0.1511
```

* Kohn-Sham gap: 0.3306 Ha
* net charge: 0
* structure (SMILES): NC(=S)S/C=N/S
* spin multiplicity: 1
* lowest unoccupied orbital energy: 0.286 eV
* energy above the lowest of the compared OMol25 structures with the same formula, charge and spin: 12.6 kcal/mol
* electronic energy: -1382.651944 Eh



# 13
Molecular formula: C2H4N2S3
Method: DFT, ωB97M-V/def2-TZVPD

Structure (XYZ):
```
11
Properties=species:S:1:pos:R:3:lowdin_charge:R:1
S 1.5420 2.1020 0.2921 0.8058
C 1.1963 0.4088 0.0593 -0.8126
C 1.9230 -0.6517 0.5602 -0.4045
S 1.1569 -2.0859 0.0514 0.9916
N -0.0076 -1.2335 -0.7450 -0.3775
N 0.1310 0.0151 -0.6640 -0.1125
H 0.5448 2.5005 -0.4818 -0.1302
H 2.8011 -0.6433 1.1667 0.0614
S -3.1817 -0.0819 0.5243 0.4730
H -3.7479 0.4793 -0.5381 -0.2300
H -2.3579 -0.8094 -0.2249 -0.2646
```

* Kohn-Sham gap: 0.3398 Ha
* net charge: 0
* structure (SMILES): Sc1csnn1.S
* spin multiplicity: 1
* lowest unoccupied orbital energy: 0.171 eV
* energy above the lowest of the compared OMol25 structures with the same formula, charge and spin: 23.4 kcal/mol
* electronic energy: -1382.634866 Eh



# 14
Molecular formula: C2H4N2Se
Method: DFT, ωB97M-V/def2-TZVPD

Structure (XYZ):
```
9
Properties=species:S:1:pos:R:3:lowdin_charge:R:1
C 0.6490 1.3903 -0.0825 -0.5113
C -0.2398 -1.3675 -0.0419 -0.3376
N -1.3752 0.6594 0.0259 0.1416
N -1.2880 -0.4907 -0.0703 -0.1736
Se 1.6625 -0.1654 -0.1258 0.7770
H 0.5809 2.1397 -0.8643 0.0057
H 0.6828 1.7284 0.9146 -0.0420
H -0.3452 -1.7080 0.9917 0.0739
H -0.3271 -2.1862 -0.7474 0.0664
```

* Kohn-Sham gap: 0.3357 Ha
* net charge: 0
* spin multiplicity: 1
* lowest unoccupied orbital energy: 0.644 eV
* energy above the lowest of the compared OMol25 structures with the same formula, charge and spin: 39.0 kcal/mol
* electronic energy: -2589.423496 Eh



# 15
Molecular formula: C2H4N3
Method: DFT, ωB97M-V/def2-TZVPD

Structure (XYZ):
```
9
Properties=species:S:1:pos:R:3:lowdin_charge:R:1
C -1.8517 0.1726 0.0480 0.2274
C 1.9079 -0.0742 -0.0177 -0.0682
N 0.5981 -0.3950 -0.6211 -0.0194
N 1.5184 -0.8162 -1.2471 0.1616
N -2.8933 0.3367 -0.3940 0.3322
H 2.2573 0.9081 -0.3690 0.1026
H 2.1301 -0.5450 0.9670 0.1185
H -0.7878 0.0049 -0.3530 0.0309
H -3.8209 0.5702 -0.4563 0.1144
```

* Kohn-Sham gap: 0.3512 Ha
* net charge: +1
* spin multiplicity: 1
* lowest unoccupied orbital energy: -5.667 eV
* energy above the lowest of the compared OMol25 structures with the same formula, charge and spin: 105.7 kcal/mol
* electronic energy: -242.431014 Eh



# 16
Molecular formula: C2H4N3O
Method: DFT, ωB97M-V/def2-TZVPD

Structure (XYZ):
```
10
Properties=species:S:1:pos:R:3:lowdin_charge:R:1
C 0.9258 -0.6647 -0.0697 -0.1951
C -1.8678 0.6769 0.1582 -0.3604
N -0.9846 0.9960 -0.6171 0.1763
N 0.4453 -1.4487 -0.7731 0.3146
N 1.4723 0.0928 0.8302 0.2251
O -2.4636 0.2517 1.0501 0.2093
H -0.9710 1.3265 -1.5147 0.0653
H 0.0072 -1.4296 -1.7809 0.2184
H 0.9324 0.2583 1.6620 0.1463
H 2.5040 -0.0592 1.0550 0.2003
```

* Kohn-Sham gap: 0.4045 Ha
* net charge: +1
* spin multiplicity: 1
* lowest unoccupied orbital energy: -4.324 eV
* energy above the lowest of the compared OMol25 structures with the same formula, charge and spin: 20.6 kcal/mol
* electronic energy: -317.808994 Eh



# 17
Molecular formula: C2H4N3O2S3
Method: DFT, ωB97M-V/def2-TZVPD

Structure (XYZ):
```
14
Properties=species:S:1:pos:R:3:lowdin_charge:R:1
N -2.0498 1.4098 -0.2307 0.0922
C -2.0979 0.1041 0.1807 -1.0296
S -3.3729 -0.8833 -0.3234 0.4519
N -1.0400 -0.3112 0.8695 -0.3619
S -0.4154 -1.9362 0.6238 0.4915
S 0.8159 -1.6303 -1.0130 0.5069
N 2.3198 -1.1317 -0.5216 -0.3957
C 2.3814 0.3391 0.0076 -0.8702
O 3.5174 0.6104 0.2842 -0.0081
O 1.3445 0.9280 0.0103 -0.0521
H -1.2590 1.9975 -0.0587 0.0920
H -2.7039 1.8543 -0.7870 0.0535
H -0.2993 0.3000 0.8160 -0.0138
H 2.8593 -1.6505 0.1424 0.0432
```

* Kohn-Sham gap: 0.3014 Ha
* net charge: -1
* structure (SMILES): NC(=S)NSSNC(=O)[O-]
* spin multiplicity: 1
* lowest unoccupied orbital energy: 3.227 eV
* energy above the lowest of the compared OMol25 structures with the same formula, charge and spin: 0.0 kcal/mol
* electronic energy: -1588.029772 Eh



# 18
Molecular formula: C2H4N4
Method: DFT, ωB97M-V/def2-TZVPD

Structure (XYZ):
```
10
Properties=species:S:1:pos:R:3:lowdin_charge:R:1
C 0.8904 0.3752 -0.0227 -0.0419
N -0.5671 0.2344 -0.0147 -0.2637
N -1.0888 -0.9757 -0.1606 0.0972
C -2.3329 -0.7301 -0.1157 -0.2587
N -2.5972 0.5687 0.1008 0.0019
N -1.4624 1.1947 0.1733 0.0563
H 1.1045 1.3365 -0.5939 0.0990
H 1.4146 0.2727 1.0050 0.0983
H 1.4014 -0.6100 -0.4067 0.1108
H -3.1231 -1.4430 0.0233 0.1008
```

* Kohn-Sham gap: 0.4273 Ha
* net charge: 0
* structure (SMILES): Cn1ncnn1
* spin multiplicity: 1
* lowest unoccupied orbital energy: 0.932 eV
* energy above the lowest of the compared OMol25 structures with the same formula, charge and spin: 47.6 kcal/mol
* electronic energy: -297.568410 Eh



# 19
Molecular formula: C2H4N4
Method: DFT, ωB97M-V/def2-TZVPD

Structure (XYZ):
```
10
Properties=species:S:1:pos:R:3:lowdin_charge:R:1
C 0.5595 -0.9463 -0.2873 -0.1902
C -0.1845 1.3556 -0.2973 -0.0300
N 0.4179 -2.1025 0.2626 -0.1149
N -0.2374 -2.4729 1.1528 0.1947
N -0.9596 -0.1893 1.2893 0.1394
N -0.2454 0.0452 0.3513 -0.3524
H 1.2173 -0.7321 -1.1031 0.0926
H -1.0626 1.4549 -0.9325 0.0943
H -0.2194 2.1360 0.4601 0.0899
H 0.7141 1.4512 -0.8958 0.0766
```

* Kohn-Sham gap: 0.3254 Ha
* net charge: 0
* spin multiplicity: 1
* lowest unoccupied orbital energy: 0.160 eV
* energy above the lowest of the compared OMol25 structures with the same formula, charge and spin: 105.8 kcal/mol
* electronic energy: -297.475732 Eh



# 20
Molecular formula: C2H4N4
Method: DFT, ωB97M-V/def2-TZVPD

Structure (XYZ):
```
10
Properties=species:S:1:pos:R:3:lowdin_charge:R:1
N -1.6159 -0.0886 0.1376 0.0910
C -0.2203 0.0117 0.2034 -0.3799
C 0.7217 1.0105 0.2396 -0.1136
N 1.9264 0.4645 -0.0901 -0.0243
N 1.7916 -0.8048 -0.2912 -0.0329
N 0.4987 -1.0942 -0.0802 0.0301
H -1.8113 -0.3100 -0.8350 0.0929
H -2.0652 0.7958 0.3374 0.0863
H 0.6165 2.0590 0.4799 0.0947
H 0.1577 -2.0441 -0.1014 0.1557
```

* Kohn-Sham gap: 0.3605 Ha
* net charge: 0
* structure (SMILES): Nc1cnn[nH]1
* spin multiplicity: 1
* lowest unoccupied orbital energy: 0.710 eV
* energy above the lowest of the compared OMol25 structures with the same formula, charge and spin: 28.2 kcal/mol
* electronic energy: -297.599350 Eh